{
  "formula": "C34H34LaN5O5",
  "method": "the ωB97M-V functional and the def2-TZVPD basis",
  "species": ["La", "C", "C", "O", "C", "C", "C", "N", "N", "C", "O", "C", "C", "C", "C", "C", "C", "H", "H", "H", "H", "H", "H", "H", "H", "H", "H", "H", "H", "C", "O", "C", "C", "C", "C", "C", "C", "N", "C", "N", "C", "C", "C", "C", "C", "C", "O", "C", "N", "C", "C", "C", "C", "C", "C", "O", "C", "H", "H", "H", "H", "H", "H", "H", "H", "H", "H", "H", "H", "H", "H", "H", "H", "H", "H", "H", "H", "H", "H"],
  "xyz": [[-1.665, 0.254, 0.406], [-5.142, -1.622, -1.727], [-4.492, -1.041, -0.522], [-3.185, -1.059, -0.520], [-5.254, -0.529, 0.493], [-4.777, 0.135, 1.695], [-5.794, 0.527, 2.727], [-3.517, 0.406, 1.877], [-3.201, 1.091, 3.088], [-1.941, 1.337, 3.218], [-0.985, 0.988, 2.364], [-1.519, 2.084, 4.442], [-0.287, 2.725, 4.432], [0.151, 3.428, 5.549], [-0.640, 3.478, 6.690], [-1.875, 2.829, 6.706], [-2.314, 2.138, 5.586], [-4.798, -1.083, -2.612], [-6.230, -1.572, -1.672], [-4.828, -2.662, -1.841], [-6.326, -0.618, 0.390], [-6.802, 0.310, 2.370], [-5.700, 1.585, 2.975], [-5.610, -0.018, 3.658], [0.323, 2.671, 3.538], [1.112, 3.936, 5.527], [-0.295, 4.015, 7.568], [-2.496, 2.864, 7.596], [-3.275, 1.636, 5.579], [4.378, 0.538, -0.761], [3.421, 0.293, -1.812], [3.756, -0.741, -2.621], [4.913, -0.672, -3.386], [5.272, -1.711, -4.233], [4.447, -2.828, -4.327], [3.269, -2.876, -3.594], [2.905, -1.845, -2.727], [1.704, -2.003, -1.974], [0.854, -1.024, -1.516], [0.763, 0.022, -2.348], [0.136, 1.327, -2.293], [-0.761, 1.761, -1.331], [-1.265, 3.055, -1.517], [-0.934, 3.865, -2.597], [-0.024, 3.390, -3.537], [0.512, 2.130, -3.369], [1.398, 1.602, -4.275], [2.498, 2.460, -4.613], [0.130, -1.199, -0.424], [0.279, -2.448, 0.265], [-0.680, -3.441, 0.085], [-0.530, -4.694, 0.678], [0.594, -4.957, 1.452], [1.549, -3.964, 1.647], [1.388, -2.715, 1.066], [2.370, -1.795, 1.223], [1.972, -0.585, 1.894], [5.353, 0.806, -1.167], [4.472, -0.341, -0.125], [3.997, 1.372, -0.181], [5.540, 0.215, -3.302], [6.182, -1.644, -4.821], [4.707, -3.652, -4.987], [2.605, -3.734, -3.678], [1.543, -2.915, -1.590], [1.366, -0.052, -3.146], [-1.961, 3.470, -0.786], [-1.372, 4.856, -2.715], [0.261, 3.991, -4.397], [3.234, 1.859, -5.138], [2.946, 2.880, -3.712], [2.176, 3.270, -5.264], [-1.548, -3.205, -0.525], [-1.288, -5.457, 0.529], [0.731, -5.935, 1.906], [2.439, -4.140, 2.247], [2.880, -0.090, 2.219], [1.353, -0.805, 2.761], [1.433, 0.076, 1.234]],
  "forces_ev_per_a": [[1.6, -0.1, -1.7], [-0.2, -0.2, -0.3], [0.5, 0.1, 0.4], [-1.9, -1.0, -0.7], [0.1, 0.3, 0.4], [-0.2, -0.2, -0.2], [-0.2, -0.1, 0.0], [-0.9, 0.4, 1.4], [-0.6, -0.2, -0.3], [0.5, -0.2, 0.0], [-0.4, 0.8, 2.4], [0.1, -0.1, -0.1], [0.2, 0.1, 0.1], [0.0, 0.0, 0.0], [-0.1, -0.1, -0.1], [0.1, 0.0, 0.0], [-0.1, 0.0, 0.0], [0.0, 0.0, 0.0], [0.1, 0.0, 0.0], [0.0, 0.0, 0.0], [0.0, 0.1, 0.1], [0.1, 0.0, 0.1], [0.0, -0.1, 0.0], [0.0, 0.0, -0.1], [0.0, 0.0, 0.1], [-0.1, -0.1, 0.0], [0.0, 0.0, -0.1], [0.1, 0.0, -0.1], [0.1, 0.0, 0.0], [-0.3, 0.1, -0.2], [0.2, 0.4, 1.0], [0.0, -0.2, -0.3], [0.3, -0.1, -0.2], [0.0, 0.0, 0.0], [-0.1, 0.0, 0.0], [0.0, -0.2, -0.1], [-0.4, -0.2, 0.0], [0.7, 0.2, -0.1], [-0.3, 0.0, 0.0], [-0.6, 0.5, 0.4], [0.3, -0.6, 0.0], [0.3, 0.5, -0.6], [-0.1, 0.2, -0.1], [0.1, 0.0, 0.0], [-0.2, 0.3, 0.1], [0.0, 0.2, -0.2], [0.7, 0.1, -0.3], [-0.3, -0.2, 0.1], [0.9, -0.6, -0.7], [-0.1, 0.2, -0.6], [-0.2, -0.2, 0.1], [0.0, 0.2, 0.0], [0.1, 0.0, 0.0], [0.0, -0.2, 0.1], [-0.1, -0.2, 0.0], [0.5, 0.7, 0.3], [0.2, -0.3, 0.1], [0.0, 0.0, 0.0], [0.0, -0.1, 0.0], [-0.1, 0.0, 0.0], [-0.2, -0.2, 0.0], [-0.1, 0.0, 0.1], [-0.1, 0.2, 0.1], [0.1, 0.1, 0.0], [0.1, -0.2, 0.2], [0.1, 0.1, -0.3], [0.0, 0.0, 0.0], [0.1, -0.2, 0.0], [-0.1, -0.1, 0.2], [0.0, -0.1, 0.0], [0.0, 0.0, 0.1], [0.0, 0.1, -0.1], [0.1, -0.1, 0.0], [0.1, 0.1, 0.0], [0.0, 0.2, -0.1], [-0.2, 0.0, -0.1], [0.2, 0.0, 0.0], [-0.1, -0.1, 0.1], [-0.2, 0.2, -0.3]],
  "lowdin_charge": [2.043, -0.028, -0.475, -0.328, -0.029, -0.321, -0.040, -0.147, 0.072, -0.459, -0.336, -0.154, -0.033, -0.085, -0.096, -0.085, -0.033, 0.090, 0.078, 0.087, 0.093, 0.071, 0.080, 0.086, 0.109, 0.101, 0.098, 0.100, 0.107, -0.029, -0.102, -0.261, -0.013, -0.080, -0.086, -0.017, -0.144, 0.162, -0.345, 0.161, -0.190, -0.247, -0.170, -0.096, -0.027, -0.258, -0.113, -0.055, -0.044, -0.246, -0.021, -0.080, -0.081, 0.004, -0.278, -0.090, -0.045, 0.081, 0.094, 0.095, 0.121, 0.105, 0.105, 0.119, 0.140, 0.120, 0.080, 0.100, 0.111, 0.086, 0.100, 0.079, 0.108, 0.104, 0.105, 0.123, 0.091, 0.100, 0.057],
  "gap_ev": 7.9276,
  "homo_energy_ev": -7.39,
  "multiplicity": 1,
  "e_above_lowest_ev": 0.289
}

=====

{
  "formula": "C34H35AsBr2CrN3O4PS",
  "method": "the ωB97M-V functional and the def2-TZVPD basis",
  "species": ["Cr", "O", "C", "O", "C", "P", "C", "C", "C", "C", "C", "C", "C", "C", "C", "C", "C", "C", "H", "H", "H", "H", "H", "H", "H", "H", "H", "H", "H", "H", "C", "C", "C", "C", "C", "C", "Br", "C", "C", "Br", "C", "O", "C", "N", "H", "H", "H", "H", "H", "H", "N", "C", "S", "N", "C", "C", "C", "C", "C", "C", "H", "H", "H", "H", "H", "H", "H", "H", "C", "As", "C", "C", "O", "H", "H", "H", "H", "H", "H", "H", "H", "H"],
  "xyz": [[-0.037, -0.169, -0.246], [0.771, -1.638, 3.479], [0.919, -1.015, 2.451], [-0.068, -0.646, 1.670], [2.295, -0.561, 1.967], [2.289, -0.711, 0.142], [2.629, -2.469, -0.170], [2.462, -3.459, 0.789], [2.649, -4.792, 0.443], [2.997, -5.136, -0.853], [3.175, -4.145, -1.811], [2.992, -2.817, -1.471], [3.827, 0.068, -0.422], [3.802, 1.080, -1.376], [4.994, 1.616, -1.845], [6.203, 1.143, -1.361], [6.229, 0.137, -0.400], [5.045, -0.406, 0.066], [3.091, -1.114, 2.459], [2.412, 0.500, 2.197], [2.176, -3.212, 1.805], [2.519, -5.561, 1.193], [3.137, -6.175, -1.121], [3.461, -4.408, -2.822], [3.145, -2.035, -2.210], [2.851, 1.443, -1.750], [4.979, 2.399, -2.592], [7.131, 1.556, -1.734], [7.176, -0.227, -0.023], [5.065, -1.205, 0.797], [0.019, 2.363, 2.260], [0.064, 2.828, 0.839], [0.095, 4.219, 0.606], [0.148, 4.723, -0.657], [0.157, 3.836, -1.752], [0.202, 4.227, -3.108], [0.252, 6.062, -3.571], [0.219, 3.291, -4.104], [0.175, 1.931, -3.790], [0.217, 0.660, -5.189], [0.112, 1.474, -2.482], [0.059, 0.214, -2.134], [0.121, 2.458, -1.452], [0.090, 1.963, -0.170], [-0.552, 3.067, 2.862], [1.028, 2.323, 2.678], [-0.423, 1.379, 2.331], [0.081, 4.882, 1.461], [0.180, 5.790, -0.832], [0.269, 3.604, -5.138], [-0.286, -2.297, -3.462], [-1.124, -2.432, -2.451], [-0.554, -2.505, -0.829], [-2.430, -2.578, -2.669], [-3.116, -2.757, -3.904], [-4.354, -2.146, -4.058], [-5.071, -2.325, -5.229], [-4.555, -3.111, -6.250], [-3.326, -3.731, -6.085], [-2.603, -3.563, -4.913], [0.650, -2.005, -3.235], [-0.632, -2.070, -4.381], [-3.000, -2.528, -1.842], [-4.752, -1.526, -3.263], [-6.032, -1.843, -5.346], [-5.105, -3.248, -7.171], [-2.931, -4.369, -6.865], [-1.667, -4.087, -4.776], [-4.599, -1.192, 0.646], [-2.807, -0.863, 1.313], [-2.327, -2.576, 2.073], [-3.010, 0.350, 2.800], [-2.065, -0.083, 0.015], [-4.658, -2.196, 0.224], [-4.819, -0.456, -0.125], [-5.327, -1.112, 1.451], [-3.147, -2.807, 2.756], [-1.397, -2.509, 2.630], [-2.257, -3.338, 1.304], [-3.888, 0.074, 3.379], [-3.130, 1.355, 2.399], [-2.127, 0.300, 3.432]],
  "forces_ev_per_a": [[-1.4, 0.0, -0.1], [-0.1, 0.1, -0.1], [0.2, 0.1, 0.3], [0.0, -0.1, -0.2], [-0.2, -0.1, -0.2], [0.9, -0.3, 0.3], [0.0, 0.1, -0.1], [0.0, 0.1, 0.0], [0.0, -0.1, 0.0], [0.0, 0.0, 0.0], [0.0, 0.0, 0.0], [0.0, 0.0, 0.1], [-0.2, 0.1, -0.1], [-0.1, 0.0, 0.1], [0.0, 0.1, 0.0], [0.0, 0.0, 0.0], [0.0, 0.0, 0.0], [0.0, 0.1, 0.0], [0.0, 0.0, 0.0], [0.0, 0.0, 0.0], [0.0, 0.0, 0.0], [0.0, 0.0, 0.0], [0.0, 0.0, 0.0], [0.0, 0.0, 0.0], [0.0, 0.0, 0.0], [0.0, 0.0, 0.0], [0.0, 0.0, 0.0], [0.0, 0.0, 0.0], [0.0, 0.0, 0.0], [0.0, 0.0, 0.0], [0.0, 0.0, -0.1], [0.1, -0.2, -0.1], [0.0, 0.2, -0.1], [0.0, 0.0, 0.1], [0.0, -0.2, 0.1], [0.0, 0.1, -0.2], [0.0, -0.1, 0.0], [0.0, 0.3, 0.0], [0.0, -0.5, 0.3], [0.0, 0.1, 0.0], [0.0, 0.2, -0.1], [0.0, -0.1, 0.0], [0.0, 0.1, -0.2], [0.0, 0.2, 0.4], [0.0, 0.0, 0.0], [0.0, 0.0, 0.0], [0.0, -0.1, 0.1], [0.0, 0.0, 0.0], [0.0, 0.0, 0.0], [0.0, 0.0, 0.0], [0.0, -0.1, -0.1], [0.0, 0.2, 0.0], [0.2, -0.3, 0.2], [-0.1, -0.1, 0.0], [0.0, 0.1, -0.2], [0.0, 0.1, 0.0], [0.0, 0.0, 0.0], [0.1, 0.0, 0.0], [0.0, 0.0, 0.0], [0.0, 0.0, 0.1], [0.0, 0.0, 0.0], [0.0, 0.1, 0.0], [0.0, 0.0, 0.1], [0.0, 0.0, 0.0], [0.0, 0.0, 0.0], [0.0, 0.0, 0.0], [0.0, 0.0, 0.0], [0.0, 0.0, 0.0], [0.2, 0.1, 0.0], [-0.8, -0.1, 0.3], [0.1, 0.1, 0.0], [0.1, -0.1, -0.2], [0.8, 0.1, -0.1], [0.0, 0.0, 0.0], [0.0, 0.0, 0.0], [0.0, 0.0, 0.0], [0.0, 0.0, 0.0], [0.0, 0.1, 0.0], [0.0, 0.0, -0.1], [0.0, 0.0, 0.0], [0.0, 0.0, 0.0], [0.0, 0.0, 0.0]],
  "mulliken_spin": [3.200, 0.009, 0.010, -0.039, 0.015, -0.097, -0.005, -0.003, 0.002, -0.003, 0.000, 0.000, 0.007, 0.000, 0.000, 0.000, 0.000, -0.001, -0.003, -0.003, -0.001, 0.000, 0.000, 0.000, -0.001, 0.000, 0.000, 0.000, 0.000, -0.001, -0.010, 0.036, -0.007, 0.013, -0.004, 0.017, 0.001, -0.008, 0.017, 0.002, 0.023, -0.068, 0.016, -0.082, 0.001, 0.002, 0.010, 0.001, 0.001, 0.000, -0.004, -0.016, -0.035, -0.002, 0.002, -0.001, 0.000, -0.001, 0.000, -0.001, 0.001, 0.000, 0.003, 0.000, 0.000, 0.000, 0.000, 0.000, -0.001, 0.003, 0.006, 0.001, 0.000, 0.000, 0.000, 0.000, 0.000, 0.000, -0.001, 0.000, 0.000, 0.000],
  "gap_ev": [7.5135, 7.4710],
  "homo_energy_ev": [-10.18, -10.33],
  "charge": 1,
  "multiplicity": 4,
  "e_above_lowest_ev": 0.744
}

=====

{
  "formula": "C34H35BrCaN4O",
  "method": "the ωB97M-V functional and the def2-TZVPD basis",
  "species": ["Ca", "Br", "C", "C", "C", "C", "O", "C", "C", "N", "C", "C", "C", "C", "C", "C", "C", "C", "N", "C", "C", "H", "H", "H", "H", "H", "H", "H", "H", "H", "H", "C", "N", "C", "C", "C", "C", "C", "C", "C", "C", "H", "H", "H", "H", "H", "H", "H", "H", "H", "H", "H", "H", "C", "N", "C", "C", "C", "C", "C", "C", "C", "C", "H", "H", "H", "H", "H", "H", "H", "H", "H", "H", "H", "H", "H"],
  "xyz": [[0.754, -0.319, -0.513], [-4.492, 5.476, -0.700], [-3.183, 4.122, -0.953], [-3.197, 3.360, -2.124], [-2.261, 2.379, -2.323], [-1.265, 2.073, -1.352], [-0.406, 1.160, -1.558], [-1.274, 2.863, -0.160], [-0.359, 2.647, 0.930], [0.372, 1.599, 1.109], [1.039, 1.447, 2.331], [0.639, 2.042, 3.515], [1.313, 1.806, 4.723], [2.373, 0.948, 4.773], [2.788, 0.279, 3.601], [3.839, -0.664, 3.614], [4.173, -1.311, 2.461], [3.452, -1.002, 1.296], [2.482, -0.123, 1.232], [2.127, 0.524, 2.372], [-2.220, 3.889, 0.002], [-3.944, 3.563, -2.881], [-2.252, 1.800, -3.239], [-0.363, 3.451, 1.673], [-0.230, 2.683, 3.533], [0.968, 2.302, 5.620], [2.890, 0.746, 5.702], [4.355, -0.867, 4.545], [4.959, -2.051, 2.426], [3.686, -1.524, 0.373], [-2.197, 4.487, 0.904], [2.159, 1.112, -3.276], [2.714, 0.144, -2.334], [4.021, 0.602, -1.892], [2.864, -1.162, -2.980], [1.558, -1.790, -3.381], [1.418, -2.167, -4.711], [0.267, -2.803, -5.145], [-0.724, -3.062, -4.220], [-0.561, -2.657, -2.898], [0.565, -1.987, -2.400], [2.832, 1.251, -4.138], [2.021, 2.071, -2.779], [1.191, 0.764, -3.628], [4.706, 0.757, -2.742], [4.475, -0.131, -1.225], [3.925, 1.546, -1.353], [3.375, -1.814, -2.260], [3.537, -1.063, -3.851], [2.218, -1.968, -5.416], [0.156, -3.101, -6.179], [-1.625, -3.586, -4.524], [-1.362, -2.929, -2.228], [-4.222, 1.127, 0.567], [-3.519, -0.163, 0.757], [-3.131, -0.747, -0.548], [-2.345, 0.011, 1.705], [-1.646, -1.278, 2.052], [-2.169, -2.055, 3.087], [-1.557, -3.254, 3.416], [-0.432, -3.648, 2.700], [0.064, -2.851, 1.676], [-0.517, -1.633, 1.294], [-5.067, 0.982, -0.102], [-3.518, 1.836, 0.122], [-4.563, 1.498, 1.531], [-4.145, -0.831, 1.211], [-2.443, -0.067, -1.050], [-4.030, -0.885, -1.146], [-2.625, -1.684, -0.358], [-2.781, 0.514, 2.570], [-1.671, 0.695, 1.181], [-3.030, -1.713, 3.657], [-1.940, -3.863, 4.224], [0.059, -4.583, 2.948], [0.935, -3.219, 1.136]],
  "forces_ev_per_a": [[0.4, -0.8, -0.2], [0.1, 0.0, 0.0], [0.2, 0.1, 0.4], [0.0, 0.0, -0.2], [-0.1, -0.1, -0.1], [0.2, 0.3, -0.1], [-0.6, 0.4, -0.3], [0.0, 0.1, -0.1], [0.3, -0.2, 0.1], [-0.3, 0.6, -0.2], [0.0, 0.1, 0.6], [0.1, -0.2, -0.4], [0.1, -0.1, 0.1], [-0.1, 0.1, 0.0], [-0.1, 0.1, -0.1], [0.0, -0.1, -0.2], [0.0, 0.1, 0.2], [-0.1, 0.0, -0.2], [0.3, -0.1, 0.2], [0.1, 0.0, 0.3], [-0.2, 0.2, -0.2], [0.0, 0.0, 0.0], [0.0, 0.0, 0.0], [0.0, 0.0, 0.0], [-0.1, 0.0, 0.0], [0.0, 0.0, 0.0], [0.0, 0.0, 0.0], [0.0, 0.0, 0.0], [0.0, 0.0, 0.0], [0.0, 0.0, 0.0], [0.0, 0.0, 0.0], [-0.1, 0.0, 0.0], [0.0, 0.1, 0.2], [0.0, 0.2, 0.1], [0.3, -0.2, 0.0], [0.0, 0.0, -0.1], [0.0, 0.0, -0.1], [0.0, 0.0, -0.1], [-0.1, -0.1, 0.0], [0.0, 0.0, 0.0], [0.1, -0.1, -0.1], [0.0, 0.0, 0.0], [0.0, 0.0, 0.0], [0.0, 0.0, 0.0], [0.0, 0.0, 0.0], [0.0, 0.0, 0.0], [0.0, 0.0, 0.0], [0.0, 0.0, 0.0], [0.0, 0.0, 0.0], [0.1, 0.0, -0.1], [0.0, 0.0, 0.0], [0.0, 0.0, 0.0], [-0.3, 0.0, 0.3], [0.0, 0.2, -0.1], [-0.2, -0.2, 0.2], [0.2, 0.0, -0.2], [0.3, 0.1, -0.1], [-0.1, 0.2, -0.2], [0.0, 0.0, 0.1], [0.0, 0.0, 0.0], [0.0, 0.0, 0.1], [-0.1, -0.2, 0.0], [0.0, 0.3, 0.0], [0.0, 0.0, 0.0], [-0.2, -0.2, 0.1], [0.0, 0.0, 0.0], [0.0, 0.1, 0.0], [-0.1, -0.1, 0.1], [0.0, 0.0, 0.0], [0.1, -0.2, -0.1], [0.1, 0.0, 0.1], [-0.2, -0.3, 0.2], [-0.1, 0.0, 0.0], [0.0, 0.0, 0.0], [0.0, 0.0, 0.0], [0.0, 0.0, 0.0]],
  "lowdin_charge": [1.251, 0.707, -0.722, -0.132, -0.007, -0.411, -0.238, -0.160, -0.090, 0.034, -0.196, -0.012, -0.069, -0.034, -0.145, 0.000, -0.033, -0.129, 0.033, -0.155, -0.112, 0.103, 0.124, 0.123, 0.103, 0.107, 0.114, 0.120, 0.109, 0.106, 0.109, -0.099, -0.318, -0.116, -0.212, -0.317, -0.081, -0.122, -0.132, -0.177, -0.163, 0.094, 0.085, 0.081, 0.090, 0.062, 0.087, 0.114, 0.118, 0.097, 0.090, 0.087, 0.057, 0.010, -0.166, 0.020, -0.100, -0.303, -0.081, -0.111, -0.106, -0.154, -0.160, 0.109, 0.066, 0.109, 0.179, 0.085, 0.111, 0.092, 0.131, 0.088, 0.099, 0.093, 0.094, 0.077],
  "gap_ev": 5.9614,
  "homo_energy_ev": -6.60,
  "multiplicity": 1,
  "e_above_lowest_ev": 0.000
}

=====

- Look up the multiplicity of the second one.
  4